Below is a 10-piece molecular cluster, C36H76N4O10 overall, with properties calculated with the ωB97M-V functional and the def2-TZVPD basis.

Bonds (Å) are listed after each position.
CARTESIAN COORDINATES (ANGSTROEM)
1 C 8.58 17.36 10.44  N2 1.430, H6 1.084, H7 1.070, H8 1.109
2 N 7.94 16.98 11.66  C1 1.430, C3 1.444, C4 1.333
3 C 6.72 17.65 12.04  N2 1.444, H9 1.112, H10 1.066, H11 1.076
4 C 8.27 15.84 12.28  N2 1.333, O5 1.209, H12 1.075
5 O 7.65 15.32 13.17  C4 1.209
6 H 9.53 16.83 10.39  C1 1.084
7 H 8.66 18.43 10.38  C1 1.070
8 H 7.99 16.99 9.58  C1 1.109
9 H 6.13 17.82 11.12  C3 1.112
10 H 6.19 16.98 12.67  C3 1.066
11 H 6.93 18.59 12.52  C3 1.076
12 H 9.21 15.44 11.95  C4 1.075
13 C 14.47 10.38 14.11  N14 1.447, H18 1.067, H19 1.092, H20 1.114
14 N 13.39 9.75 13.39  C13 1.447, C15 1.402, C16 1.354
15 C 13.35 8.40 13.03  N14 1.402, H21 1.104, H22 1.104, H23 1.133
16 C 12.63 10.60 12.65  N14 1.354, O17 1.218, H24 1.087
17 O 12.74 11.81 12.68  C16 1.218
18 H 14.16 11.33 14.47  C13 1.067
19 H 15.32 10.60 13.46  C13 1.092
20 H 14.73 9.75 14.99  C13 1.114
21 H 13.52 7.79 13.94  C15 1.104
22 H 12.33 8.13 12.70  C15 1.104
23 H 14.09 8.10 12.23  C15 1.133
24 H 11.81 10.05 12.18  C16 1.087
25 C 14.23 15.52 13.19  N26 1.463, H30 1.102, H31 1.080, H32 1.057
26 N 13.47 16.24 12.16  C25 1.463, C27 1.416, C28 1.348
27 C 13.62 17.62 11.92  N26 1.416, H33 1.091, H34 1.095, H35 1.096
28 C 12.50 15.61 11.47  N26 1.348, O29 1.234, H36 1.077
29 O 11.92 16.11 10.50  C28 1.234
30 H 15.28 15.40 12.88  C25 1.102
31 H 13.71 14.58 13.31  C25 1.080
32 H 14.18 16.07 14.09  C25 1.057
33 H 14.34 18.02 12.64  C27 1.091
34 H 14.11 17.92 10.98  C27 1.095
35 H 12.70 18.22 12.00  C27 1.096
36 H 12.38 14.60 11.83  C28 1.077
37 C 12.67 18.54 7.60  N38 1.465, H42 1.090, H43 1.094, H44 1.091
38 N 12.43 19.75 8.39  C37 1.465, C39 1.436, C40 1.330
39 C 11.48 19.66 9.46  N38 1.436, H45 1.108, H46 1.087, H47 1.126
40 C 13.23 20.80 8.25  N38 1.330, O41 1.225, H48 1.066
41 O 13.23 21.70 9.08  C40 1.225
42 H 13.36 18.79 6.80  C37 1.090
43 H 11.77 18.16 7.10  C37 1.094
44 H 13.10 17.75 8.22  C37 1.091
45 H 11.31 20.66 9.91  C39 1.108
46 H 10.58 19.27 8.99  C39 1.087
47 H 11.85 18.88 10.18  C39 1.126
48 H 13.80 20.81 7.34  C40 1.066
49 C 11.14 12.03 16.22  C50 1.518, C53 1.531, H54 1.121, H55 1.080
50 C 10.80 12.80 14.96  C49 1.518, C51 1.538, H56 1.069, H57 1.095
51 C 9.77 11.89 14.26  C50 1.538, O52 1.441, H58 1.095, H59 1.127
52 O 10.21 10.54 14.52  C51 1.441, C53 1.425
53 C 10.87 10.59 15.78  C49 1.531, O52 1.425, H60 1.092, H61 1.111
54 H 10.44 12.41 17.02  C49 1.121
55 H 12.13 12.20 16.61  C49 1.080
56 H 11.63 13.07 14.35  C50 1.069
57 H 10.39 13.79 15.17  C50 1.095
58 H 9.72 11.99 13.17  C51 1.095
59 H 8.71 12.08 14.59  C51 1.127
60 H 11.74 9.93 15.73  C53 1.092
61 H 10.25 10.00 16.49  C53 1.111
62 C 9.70 18.16 14.40  C63 1.525, C66 1.543, H67 1.106, H68 1.084
63 C 10.14 18.72 15.75  C62 1.525, C64 1.509, H69 1.084, H70 1.125
64 C 11.05 17.67 16.34  C63 1.509, O65 1.419, H71 1.134, H72 1.116
65 O 11.73 17.14 15.21  C64 1.419, C66 1.451
66 C 10.73 17.03 14.16  C62 1.543, O65 1.451, H73 1.091, H74 1.111
67 H 9.88 18.92 13.62  C62 1.106
68 H 8.69 17.78 14.33  C62 1.084
69 H 9.25 18.93 16.33  C63 1.084
70 H 10.65 19.72 15.65  C63 1.125
71 H 10.45 16.80 16.75  C64 1.134
72 H 11.68 17.91 17.22  C64 1.116
73 H 10.24 16.06 14.24  C66 1.091
74 H 11.26 17.13 13.19  C66 1.111
75 C 13.59 21.83 12.86  C76 1.569, C79 1.554, H80 1.127, H81 1.077
76 C 12.72 21.20 14.01  C75 1.569, C77 1.524, H82 1.094, H83 1.088
77 C 13.78 20.44 14.80  C76 1.524, O78 1.440, H84 1.091, H85 1.121
78 O 14.63 19.93 13.75  C77 1.440, C79 1.423
79 C 14.92 21.02 12.88  C75 1.554, O78 1.423, H86 1.077, H87 1.081
80 H 13.75 22.93 13.06  C75 1.127
81 H 13.16 21.76 11.88  C75 1.077
82 H 11.96 20.59 13.51  C76 1.094
83 H 12.13 21.96 14.53  C76 1.088
84 H 13.35 19.58 15.31  C77 1.091
85 H 14.39 21.04 15.52  C77 1.121
86 H 15.20 20.58 11.94  C79 1.077
87 H 15.67 21.73 13.18  C79 1.081
88 C 13.98 15.19 17.22  C89 1.548, C92 1.496, H93 1.096, H94 1.108
89 C 12.60 15.25 17.92  C88 1.548, C90 1.554, H95 1.114, H96 1.068
90 C 12.89 16.32 19.01  C89 1.554, O91 1.472, H97 1.106, H98 1.135
91 O 13.71 17.27 18.25  C90 1.472, C92 1.410
92 C 14.52 16.58 17.33  C88 1.496, O91 1.410, H99 1.104, H100 1.064
93 H 13.85 14.86 16.18  C88 1.096
94 H 14.67 14.48 17.72  C88 1.108
95 H 12.21 14.35 18.45  C89 1.114
96 H 11.84 15.71 17.33  C89 1.068
97 H 13.52 15.96 19.85  C90 1.106
98 H 11.96 16.86 19.37  C90 1.135
99 H 15.59 16.53 17.63  C92 1.104
100 H 14.49 17.21 16.48  C92 1.064
101 C 16.13 16.08 9.38  C102 1.536, C105 1.545, H106 1.092, H107 1.117
102 C 16.95 17.06 10.23  C101 1.536, C103 1.537, H108 1.096, H109 1.092
103 C 18.39 16.59 10.01  C102 1.537, O104 1.456, H110 1.087, H111 1.064
104 O 18.27 15.14 9.88  C103 1.456, C105 1.417
105 C 16.92 14.78 9.64  C101 1.545, O104 1.417, H112 1.080, H113 1.059
106 H 16.03 16.39 8.34  C101 1.092
107 H 15.10 15.87 9.78  C101 1.117
108 H 16.61 17.07 11.28  C102 1.096
109 H 16.85 18.10 9.92  C102 1.092
110 H 19.06 16.75 10.86  C103 1.087
111 H 18.68 16.99 9.07  C103 1.064
112 H 16.48 14.28 10.48  C105 1.080
113 H 16.89 14.06 8.86  C105 1.059
114 C 19.59 16.04 14.11  C115 1.568, C118 1.551, H119 1.073, H120 1.133
115 C 18.08 15.63 14.01  C114 1.568, C116 1.552, H121 1.089, H122 1.085
116 C 17.28 16.69 14.82  C115 1.552, O117 1.447, H123 1.157, H124 1.079
117 O 18.29 17.36 15.61  C116 1.447, C118 1.435
118 C 19.55 16.68 15.52  C114 1.551, O117 1.435, H125 1.026, H126 1.105
119 H 19.90 16.78 13.39  C114 1.073
120 H 20.28 15.15 14.02  C114 1.133
121 H 17.99 14.67 14.52  C115 1.089
122 H 17.83 15.49 12.97  C115 1.085
123 H 16.55 16.19 15.57  C116 1.157
124 H 16.71 17.45 14.31  C116 1.079
125 H 19.63 15.97 16.26  C118 1.026
126 H 20.33 17.45 15.66  C118 1.105

Properties
Electronic energy: -2388.553467 Eh
Maximum force: 0.06400 Eh/bohr
E_LUMO: 0.50 eV
2S+1: 1
ΔE to the lowest compared entry with this formula, charge and spin: 72.0 kcal/mol
M: 725.0 g/mol

Below is a 13-piece molecular cluster, C36H76N4O31S6 overall, with properties calculated with the ωB97M-V functional and the def2-TZVPD basis.

Bonds (Å) are listed after each position.
CARTESIAN COORDINATES (ANGSTROEM)
1 C -1.98 -2.71 -5.17  C2 1.524, H6 1.091, H7 1.089, H8 1.090
2 C -0.92 -2.79 -4.08  C1 1.524, O3 1.227, N4 1.340
3 O -1.29 -2.71 -2.91  C2 1.227
4 N 0.37 -2.86 -4.44  C2 1.340, C5 1.457, H9 1.004
5 C 1.43 -2.47 -3.52  N4 1.457, H10 1.090, H11 1.089, H12 1.089
6 H -2.68 -3.54 -5.08  C1 1.091
7 H -1.56 -2.65 -6.18  C1 1.089
8 H -2.62 -1.84 -5.03  C1 1.090
9 H 0.65 -3.26 -5.32  N4 1.004
10 H 2.32 -2.12 -4.03  C5 1.090
11 H 1.71 -3.32 -2.90  C5 1.089
12 H 1.09 -1.63 -2.92  C5 1.089
13 C 2.54 4.85 -3.98  C14 1.523, H18 1.088, H19 1.091, H20 1.089
14 C 2.35 3.87 -2.82  C13 1.523, O15 1.228, N16 1.335
15 O 2.03 4.29 -1.71  C14 1.228
16 N 2.66 2.60 -3.09  C14 1.335, C17 1.458, H21 1.006
17 C 2.49 1.50 -2.15  N16 1.458, H22 1.089, H23 1.087, H24 1.088
18 H 2.35 5.85 -3.61  C13 1.088
19 H 1.80 4.72 -4.77  C13 1.091
20 H 3.57 4.77 -4.32  C13 1.089
21 H 2.87 2.43 -4.05  N16 1.006
22 H 3.21 1.64 -1.35  C17 1.089
23 H 2.66 0.54 -2.63  C17 1.087
24 H 1.47 1.50 -1.76  C17 1.088
25 C -0.03 4.30 1.56  C26 1.507, H30 1.084, H31 1.096, H32 1.097
26 C 0.05 5.78 1.28  C25 1.507, O27 1.221, N28 1.349
27 O -0.61 6.58 1.92  C26 1.221
28 N 0.87 6.15 0.27  C26 1.349, C29 1.454, H33 1.010
29 C 0.93 7.53 -0.16  N28 1.454, H34 1.090, H35 1.091, H36 1.088
30 H 0.09 4.02 2.60  C25 1.084
31 H 0.62 3.67 0.94  C25 1.096
32 H -0.98 3.93 1.17  C25 1.097
33 H 1.24 5.46 -0.37  N28 1.010
34 H 1.22 8.13 0.70  C29 1.090
35 H -0.03 7.90 -0.52  C29 1.091
36 H 1.68 7.63 -0.94  C29 1.088
37 C -1.81 4.67 -1.90  C38 1.511, H42 1.088, H43 1.092, H44 1.088
38 C -3.06 4.22 -1.17  C37 1.511, O39 1.218, N40 1.367
39 O -3.98 4.98 -0.93  C38 1.218
40 N -3.08 2.93 -0.72  C38 1.367, C41 1.432, H45 1.005
41 C -4.03 2.35 0.17  N40 1.432, H46 1.087, H47 1.093, H48 1.093
42 H -1.10 3.87 -2.11  C37 1.088
43 H -1.34 5.40 -1.24  C37 1.092
44 H -2.09 5.19 -2.81  C37 1.088
45 H -2.46 2.29 -1.20  N40 1.005
46 H -4.79 3.02 0.56  C41 1.087
47 H -3.48 1.99 1.04  C41 1.093
48 H -4.58 1.49 -0.24  C41 1.093
49 C 0.66 1.71 -6.68  C50 1.503, O55 1.434, H56 1.092, H57 1.088
50 C 0.55 0.32 -6.14  C49 1.503, O51 1.406, H58 1.094, H59 1.096
51 O -0.63 0.24 -5.38  C50 1.406, S52 1.664
52 S -1.24 1.75 -5.06  O51 1.664, O53 1.420, O54 1.416, O55 1.621
53 O -1.32 1.93 -3.66  S52 1.420
54 O -2.41 1.91 -5.85  S52 1.416
55 O 0.05 2.52 -5.66  C49 1.434, S52 1.621
56 H 0.11 1.87 -7.61  C49 1.092
57 H 1.67 2.10 -6.80  C49 1.088
58 H 1.45 -0.05 -5.64  C50 1.094
59 H 0.45 -0.37 -6.99  C50 1.096
60 C 0.93 -4.72 -0.13  C61 1.525, O66 1.434, H67 1.088, H68 1.093
61 C -0.32 -5.01 -0.96  C60 1.525, O62 1.425, H69 1.091, H70 1.089
62 O -0.43 -6.43 -1.05  C61 1.425, S63 1.628
63 S 1.09 -7.01 -1.11  O62 1.628, O64 1.439, O65 1.435, O66 1.593
64 O 1.67 -6.74 -2.40  S63 1.439
65 O 1.17 -8.35 -0.60  S63 1.435
66 O 1.63 -5.97 -0.04  C60 1.434, S63 1.593
67 H 0.70 -4.31 0.86  C60 1.088
68 H 1.62 -4.01 -0.59  C60 1.093
69 H -0.28 -4.68 -2.00  C61 1.091
70 H -1.20 -4.55 -0.52  C61 1.089
71 C 4.51 -3.40 1.97  C72 1.529, O77 1.406, H78 1.094, H79 1.086
72 C 5.67 -3.25 0.99  C71 1.529, O73 1.436, H80 1.089, H81 1.086
73 O 5.26 -2.18 0.12  C72 1.436, S74 1.618
74 S 3.71 -1.76 0.31  O73 1.618, O75 1.426, O76 1.437, O77 1.633
75 O 2.99 -1.78 -0.92  S74 1.426
76 O 3.57 -0.55 1.08  S74 1.437
77 O 3.38 -3.09 1.20  C71 1.406, S74 1.633
78 H 4.65 -2.68 2.79  C71 1.094
79 H 4.41 -4.38 2.42  C71 1.086
80 H 5.77 -4.17 0.41  C72 1.089
81 H 6.59 -2.94 1.48  C72 1.086
82 C 3.44 -2.82 6.76  C83 1.530, O88 1.416, H89 1.092, H90 1.090
83 C 3.50 -1.31 6.50  C82 1.530, O84 1.409, H91 1.092, H92 1.086
84 O 2.26 -0.94 5.94  C83 1.409, S85 1.618
85 S 1.67 -2.14 5.03  O84 1.618, O86 1.443, O87 1.432, O88 1.663
86 O 2.28 -2.06 3.73  S85 1.443
87 O 0.24 -2.09 5.15  S85 1.432
88 O 2.38 -3.32 5.95  C82 1.416, S85 1.663
89 H 3.21 -3.01 7.81  C82 1.092
90 H 4.35 -3.36 6.50  C82 1.090
91 H 4.34 -1.09 5.84  C83 1.092
92 H 3.66 -0.78 7.43  C83 1.086
93 C -3.70 0.01 -3.01  C94 1.511, O99 1.434, H100 1.085, H101 1.093
94 C -4.43 -1.16 -2.40  C93 1.511, O95 1.413, H102 1.088, H103 1.095
95 O -5.71 -1.07 -2.99  C94 1.413, S96 1.630
96 S -5.59 -0.62 -4.55  O95 1.630, O97 1.421, O98 1.435, O99 1.634
97 O -6.50 0.42 -4.87  S96 1.421
98 O -5.53 -1.77 -5.40  S96 1.435
99 O -4.10 0.03 -4.39  C93 1.434, S96 1.634
100 H -2.62 -0.09 -2.99  C93 1.085
101 H -4.08 0.92 -2.55  C93 1.093
102 H -4.41 -1.05 -1.32  C94 1.088
103 H -3.91 -2.08 -2.68  C94 1.095
104 C -3.72 0.02 3.40  C105 1.527, O110 1.428, H111 1.090, H112 1.093
105 C -2.82 -0.02 4.64  C104 1.527, O106 1.448, H113 1.088, H114 1.089
106 O -3.21 1.13 5.42  C105 1.448, S107 1.636
107 S -3.60 2.33 4.39  O106 1.636, O108 1.437, O109 1.430, O110 1.619
108 O -2.40 2.92 3.86  S107 1.437
109 O -4.62 3.17 4.93  S107 1.430
110 O -4.27 1.34 3.30  C104 1.428, S107 1.619
111 H -4.55 -0.68 3.46  C104 1.090
112 H -3.19 -0.20 2.47  C104 1.093
113 H -1.74 0.02 4.48  C105 1.088
114 H -3.10 -0.82 5.32  C105 1.089
115 C 3.68 4.53 2.19  C116 1.566, C119 1.510, H120 1.090, H121 1.089
116 C 3.16 4.17 3.62  C115 1.566, C117 1.530, H122 1.088, H123 1.086
117 C 2.62 2.74 3.48  C116 1.530, O118 1.419, H124 1.091, H125 1.100
118 O 2.64 2.42 2.09  C117 1.419, C119 1.410
119 C 3.62 3.21 1.46  C115 1.510, O118 1.410, H126 1.093, H127 1.099
120 H 4.67 4.97 2.29  C115 1.090
121 H 3.03 5.31 1.79  C115 1.089
122 H 2.35 4.88 3.79  C116 1.088
123 H 4.00 4.29 4.30  C116 1.086
124 H 1.63 2.60 3.91  C117 1.091
125 H 3.24 2.05 4.07  C117 1.100
126 H 3.31 3.33 0.41  C119 1.093
127 H 4.61 2.74 1.45  C119 1.099
128 C 0.04 -1.24 0.90  C129 1.540, C132 1.556, H133 1.090, H134 1.093
129 C 0.29 0.28 0.83  C128 1.540, C130 1.513, H135 1.088, H136 1.088
130 C -0.74 0.74 -0.17  C129 1.513, O131 1.445, H137 1.094, H138 1.088
131 O -1.87 -0.11 0.15  C130 1.445, C132 1.431
132 C -1.36 -1.44 0.26  C128 1.556, O131 1.431, H139 1.092, H140 1.091
133 H 0.13 -1.63 1.92  C128 1.090
134 H 0.73 -1.84 0.30  C128 1.093
135 H 1.33 0.48 0.57  C129 1.088
136 H 0.09 0.69 1.82  C129 1.088
137 H -0.53 0.68 -1.24  C130 1.094
138 H -1.05 1.76 0.07  C130 1.088
139 H -1.28 -1.92 -0.72  C132 1.092
140 H -2.06 -1.96 0.92  C132 1.091
141 C -3.24 -4.12 2.88  C142 1.502, C145 1.527, H146 1.092, H147 1.089
142 C -3.22 -5.61 2.74  C141 1.502, C143 1.534, H148 1.093, H149 1.090
143 C -1.81 -5.93 2.24  C142 1.534, O144 1.436, H150 1.092, H151 1.093
144 O -1.08 -4.70 2.41  C143 1.436, C145 1.433
145 C -1.81 -3.88 3.33  C141 1.527, O144 1.433, H152 1.089, H153 1.094
146 H -3.91 -3.77 3.67  C141 1.092
147 H -3.40 -3.62 1.92  C141 1.089
148 H -4.00 -5.89 2.03  C142 1.093
149 H -3.37 -6.16 3.67  C142 1.090
150 H -1.78 -6.22 1.18  C143 1.092
151 H -1.30 -6.73 2.79  C143 1.093
152 H -1.44 -2.86 3.20  C145 1.089
153 H -1.67 -4.18 4.38  C145 1.094

Properties
Electronic energy: -6357.764518 Eh
Maximum force: 0.04444 Eh/bohr
E_LUMO: -0.30 eV
2S+1: 1
M: 1253.4 g/mol

Question: Among the records above, which one has the lowest M?
Answer: C36H76N4O10